# 1
28
Properties=species:S:1:pos:R:3:mulliken_charge:R:1 method="wB97M-V/def2-TZVPD" multiplicity=2 e_above_lowest_kcal_mol=66.5 e_homo_ha="-0.476 / -0.475" charge=+1 lumo_energy_ev="-3.7 / -7.4"
C -0.3152 1.5853 2.0776 0.2125
C 0.3157 2.4156 1.0281 -1.0089
O -0.8337 2.4367 3.1199 -0.5813
H -1.0835 0.9862 1.6929 0.1327
H 0.5286 0.9732 2.6056 0.1258
H 0.9252 1.7591 0.3619 -0.0193
H -0.9312 3.4653 2.8050 0.3385
H 1.0557 3.0422 1.4540 0.4965
H -0.3964 3.0433 0.4236 0.3395
C 2.2670 -2.4615 0.0358 -1.3493
C 0.4317 -0.8442 -0.7474 1.4297
C 0.9356 -1.9011 0.1863 0.4140
C -0.9568 -0.7063 -0.5823 -1.0051
C -0.2225 -2.2690 0.8170 -0.3994
C 1.1767 0.0983 -1.4586 -0.6226
C -1.5363 0.2432 -1.5405 -0.1916
C 0.5727 0.7849 -2.4623 -0.2687
C -0.8057 0.8340 -2.5077 -0.6682
N -1.3626 -1.5901 0.4163 0.1011
H 2.1185 0.4054 -1.2398 0.5795
H 2.9235 -1.7007 0.4779 0.3769
H 2.6878 -2.4298 -1.0456 0.3060
H -0.3438 -2.8298 1.7741 0.3711
H -2.2075 -1.7097 0.9771 0.3057
H -2.5878 0.5215 -1.2508 0.3440
H 1.0799 1.3475 -3.2667 0.3994
H -1.2458 1.4599 -3.2508 0.4363
H 2.5069 -3.3717 0.5324 0.4049

=====

# 2
29
Properties=species:S:1:pos:R:3:mulliken_charge:R:1 method="wB97M-V/def2-TZVPD" multiplicity=3 e_above_lowest_kcal_mol=22.3 e_homo_ha="-0.204 / -0.204" lumo_energy_ev="-1.2 / -1.2"
C -3.2304 1.1868 -0.8682 -0.3035
C -4.1526 0.9019 -1.9125 -0.7862
C -4.5402 -0.4680 -1.8159 -0.3453
C -3.8690 -1.0518 -0.6966 -0.8973
C -3.0506 -0.0618 -0.0941 -0.0062
Tm 0.1610 1.6553 0.5023 1.0276
P -0.2386 3.1650 2.8779 -0.2436
H -2.7646 2.1528 -0.6429 0.1579
H -4.4953 1.6117 -2.6628 0.3648
H -5.2360 -0.9806 -2.4749 0.3816
H -2.4227 -0.1837 0.7962 0.2917
H -3.9705 -2.0818 -0.3545 0.3515
H -1.0515 2.6700 3.9586 0.1550
H -0.8945 4.4372 2.6928 0.1428
H 0.8987 3.6180 3.6385 0.1456
C 4.6115 -1.9596 -0.2480 -1.3831
C 3.2348 -1.3564 -0.2036 1.0898
C 2.1554 -2.1253 0.2511 -0.6905
C 0.8920 -1.5764 0.3203 -0.3463
N 0.7139 -0.2609 0.0266 -0.3051
C 1.7466 0.4868 -0.5735 -0.6270
C 3.0276 -0.0667 -0.6520 -0.4617
H 4.8939 -2.3852 0.7233 0.3289
H 4.6607 -2.7728 -0.9847 0.2971
H 5.3569 -1.2080 -0.5238 0.3344
H 2.3039 -3.1652 0.5525 0.3423
H -0.0137 -2.0914 0.6240 0.4327
H 1.4329 1.3668 -1.2091 0.2543
H 3.8404 0.5431 -1.0472 0.2977

=====

# 3
28
Properties=species:S:1:pos:R:3:mulliken_charge:R:1 method="wB97M-V/def2-TZVPD" e_above_lowest_kcal_mol=29.6 smiles="C=C1c2ccccc2[Si](C)(C)N1C" e_homo_ha=-0.298 lumo_energy_ev=0.4
C -3.0204 0.4469 0.0461 -1.1260
C -1.6961 0.2270 0.1981 0.4558
C -0.9885 -0.9429 0.4248 0.4684
C -1.5155 -2.1921 0.9403 -0.4647
C -0.7440 -3.3247 1.1772 -0.5250
C 0.6399 -3.2071 1.0411 -0.4967
C 1.1639 -2.1021 0.4768 -0.3936
C 0.4098 -0.9356 0.2362 0.5218
Si 0.9258 0.6635 -0.5573 0.0941
C 1.6129 0.5691 -2.3303 -1.1220
C 2.1992 1.6466 0.5001 -1.1992
N -0.6578 1.4146 -0.4303 0.0073
C -0.8994 2.7826 0.0049 -0.9678
H -3.1985 1.4800 -0.3685 0.2611
H -3.8463 -0.2248 0.3001 0.2924
H -2.6558 -2.1649 0.9448 0.1041
H -1.2578 -4.2077 1.4581 0.4345
H 1.2020 -4.1258 1.3537 0.2959
H 2.2323 -2.0508 0.3814 0.3591
H 2.1277 -0.3773 -2.3284 0.3408
H 0.9052 0.7029 -3.1365 0.3624
H 2.4820 1.2649 -2.7047 0.3111
H 3.1159 1.0629 0.3610 0.3477
H 2.4451 2.6651 0.1274 0.3513
H 2.0135 1.6296 1.5802 0.3617
H -1.9497 2.8879 0.4782 0.3434
H -0.1180 2.9804 0.7445 0.3486
H -0.9275 3.4319 -0.9189 0.2334

=====

# 4
29
Properties=species:S:1:pos:R:3:mulliken_charge:R:1 method="wB97M-V/def2-TZVPD" e_above_lowest_kcal_mol=21.5 e_homo_ha=-0.159 charge=-1 lumo_energy_ev=2.9
C -1.0946 0.9927 -2.8183 -0.5921
C 0.0632 0.0414 -2.5134 -0.3607
C -2.3248 0.5110 -2.4254 -0.2355
C -0.3998 -0.9844 -1.4729 0.1422
C 1.9517 -1.7060 -0.6510 0.5078
C -0.3606 -2.7136 0.2097 -1.9809
C 0.8705 1.8820 0.7038 -0.8483
C 0.3858 2.1627 3.1619 -0.8553
C -0.2344 0.0495 2.1463 -0.7189
C 0.3607 -1.8764 -0.7629 0.5521
C 0.3658 1.4247 2.0722 0.7401
O 2.4943 -2.1280 0.3963 -0.7580
O 2.4717 -0.9949 -1.5034 -0.6784
S -2.2020 -0.8433 -1.3568 -0.1990
H -0.8873 1.8844 -3.4182 0.3516
H 0.2396 -0.4161 -3.5204 0.3163
H -3.2977 1.0088 -2.4716 0.3667
H 0.3527 -3.0244 0.9090 0.4360
H -0.8994 -3.5866 -0.2370 0.3518
H -1.1486 -2.2413 0.6973 0.5662
H 1.4182 2.8514 0.9656 0.3416
H 1.3847 1.0133 0.2285 0.0796
H -0.0335 2.0758 0.2007 0.2416
H -0.0692 1.7782 4.1207 0.2253
H 0.6248 3.2232 3.0731 0.2636
H 0.9012 0.6695 -2.1206 0.2871
H -0.8834 -0.2008 1.3497 0.0141
H 0.5667 -0.7780 1.9245 0.1121
H -0.6163 -0.0750 3.1126 0.3314

=====

# 5
28
Properties=species:S:1:pos:R:3:mulliken_charge:R:1 method="wB97M-V/def2-TZVPD" e_above_lowest_kcal_mol=0.0 e_homo_ha=-0.471 charge=+1 lumo_energy_ev=-3.1
C 4.2236 -0.4888 0.3449 -0.6101
C 3.4543 -1.5430 -0.1117 -0.5503
C 3.6572 0.7362 0.5260 -0.7564
C 2.1681 -1.3485 -0.6389 -0.5649
C 2.3576 1.0631 0.0269 -0.3757
C 1.6934 -0.0329 -0.5796 0.9636
C -3.3858 -0.6422 0.1986 0.1573
C -2.5806 0.2338 -0.3521 -0.6767
C -4.8359 -0.8420 -0.0397 -1.0965
C -0.4588 1.6950 1.0408 -1.1849
C 0.3729 0.2071 -1.3460 -0.9919
O -0.5379 -0.8621 0.8884 -0.6273
S -0.8201 0.2454 0.1021 1.1652
H 5.2235 -0.5905 0.6244 0.4613
H 3.8823 -2.5121 -0.3292 0.3602
H 4.2314 1.5603 0.9344 0.3432
H 1.6034 -2.2563 -0.8401 0.2999
H 1.9309 2.0369 0.1741 0.6803
H -2.8175 -1.3686 0.7706 0.4165
H -2.7193 1.1409 -0.9205 0.3438
H -5.4092 -0.6594 0.8955 0.3154
H -5.0537 -1.9184 -0.3363 0.3065
H -5.2491 -0.0350 -0.7448 0.3052
H 0.6141 1.5859 1.1699 0.3873
H -1.2377 1.6417 1.7407 0.4962
H -0.6700 2.5384 0.3857 0.4218
H 0.1369 -0.7214 -1.7855 0.4637
H 0.2261 1.1364 -1.7986 0.5475

=====

# 6
38
Properties=species:S:1:pos:R:3:mulliken_charge:R:1 method="wB97M-V/def2-TZVPD" multiplicity=5 e_above_lowest_kcal_mol=15.6 e_homo_ha="0.027 / -0.039" charge=-2 lumo_energy_ev="4.8 / 4.8"
Mn 1.3406 -0.9061 -0.3978 0.8593
O 3.1311 1.5092 1.4412 -0.6493
As 1.9026 0.6354 2.3826 0.9017
O 2.4309 0.3865 3.9634 -0.7693
O 1.3452 -0.7666 1.4846 -0.6124
C 0.1893 1.6708 2.2800 -0.4314
C -0.3773 1.9117 3.5375 -0.5104
C -1.7261 2.2746 3.6117 -0.2923
C -2.4159 2.6046 2.4628 -0.5923
C -1.7942 2.4686 1.2054 -0.3217
C -0.4545 2.0524 1.1217 0.5194
S 0.3924 2.2797 -0.4624 1.0638
O 1.5293 3.1434 -0.1143 -0.8140
O -0.5008 2.6714 -1.5160 -0.6945
O 1.0271 0.9198 -0.8531 -0.3031
H 2.6191 2.1143 0.8013 0.5395
H 0.2340 1.7116 4.4337 0.4206
H -2.2376 2.2887 4.5790 0.3402
H -3.4570 2.9495 2.4360 0.3149
H -2.3230 2.7425 0.2644 0.3472
Cl 3.7464 -2.5454 -1.8571 -0.3385
C 3.3738 -1.3791 -0.5772 -0.4956
H 3.7946 -0.4097 -0.8205 0.1568
H 3.6201 -1.8063 0.3724 0.2288
C -1.3297 -3.4232 -2.0361 -1.8688
C -0.8615 -1.9925 -2.0025 1.8397
C -0.3256 -1.4821 -3.3400 -1.5986
C -1.8716 -1.1225 -1.2071 -1.4103
N 0.3536 -2.0215 -1.1441 -0.8080
H -2.2009 -3.5681 -2.6717 0.3733
H -1.5949 -3.7327 -1.0341 0.3802
H -0.5515 -4.1053 -2.4187 0.3638
H -1.1440 -1.4473 -4.0564 0.3930
H 0.4311 -2.2173 -3.6805 0.3221
H 0.1101 -0.5266 -3.2227 0.3087
H -2.8827 -1.1719 -1.6424 0.4226
H -1.5467 -0.1202 -1.1031 0.0864
H -1.9760 -1.5903 -0.2200 0.3284

=====

# 7
36
Properties=species:S:1:pos:R:3:mulliken_charge:R:1 method="wB97M-V/def2-TZVPD" e_homo_ha="-0.575 / -0.576" charge=+2 lumo_energy_ev="-11.1 / -11.1"
H -0.4153 2.9754 2.1791 0.4929
N -0.1259 1.7293 0.4987 0.4410
B 0.5501 0.6637 -1.7357 -0.0572
N 0.4673 1.8804 -0.7376 -0.3030
C 0.8566 3.1585 -0.8501 0.0742
Zr -0.9910 -0.5519 1.2207 1.1796
H 1.3231 3.5286 -1.7552 0.4897
C 0.5305 3.8306 0.3186 -1.1063
H 0.6740 4.8675 0.5454 0.4504
C -0.0410 2.9037 1.1701 -0.2453
H 1.0093 0.9880 -2.7980 0.0052
C -1.2311 -2.7172 1.5962 -1.1942
H -1.6317 -2.7529 2.6078 0.5309
H -0.3173 -3.3221 1.6351 0.2820
H -1.9535 -3.1247 0.8675 0.3911
N -0.8714 0.0901 -1.7588 -0.1036
N 1.4364 -0.4197 -1.0381 -0.0500
N -1.5357 -0.3659 -0.6340 0.0819
N 1.0355 -0.9815 0.1690 0.3020
C -1.6658 -0.0649 -2.8157 -0.0025
C 2.6139 -0.9442 -1.4172 -0.0324
H -1.3074 0.2211 -3.7870 0.5008
H 3.1021 -0.5671 -2.3028 0.4751
C -2.8959 -0.6256 -2.4135 -1.0657
C 2.9946 -1.8754 -0.4534 -1.2511
C -2.7961 -0.8275 -1.0421 -0.2413
C 1.9853 -1.8573 0.5069 -0.1907
H -3.7533 -0.9039 -3.0275 0.4128
H 3.8802 -2.4619 -0.4527 0.4517
H -3.4915 -1.2820 -0.3304 0.4416
H 1.8683 -2.4441 1.4118 0.4165
H -1.4900 1.2239 1.1708 0.4205
Cl -0.4048 0.6438 4.3711 -0.0083
C 0.4439 -0.0942 3.0473 -0.7524
H 1.2689 0.5530 2.6994 0.3734
H 0.8787 -1.0736 3.3344 0.3906

=====

# 8
39
Properties=species:S:1:pos:R:3:mulliken_charge:R:1 method="wB97M-V/def2-TZVPD" e_above_lowest_kcal_mol=0.0 e_homo_ha=-0.045 charge=-2 lumo_energy_ev=4.8
Ca 0.8411 -0.1951 -0.5966 1.1458
O 0.4600 -3.6797 1.5137 -0.3735
C -0.8108 -3.2687 1.4012 0.5239
O -1.6990 -3.9286 0.9301 -0.6294
C -1.0203 -1.8642 1.9464 -0.4671
O 0.0538 -0.9988 1.6982 0.5991
C 1.0248 -0.8854 2.7337 -0.5912
C 2.0035 0.2614 2.4152 0.3108
O 2.6430 0.7004 3.3710 -0.7628
O 2.0564 0.6141 1.1999 -0.7941
H 0.6667 -4.2582 0.7537 0.2760
H -1.2258 -1.9290 3.0232 0.3234
H -1.8990 -1.4601 1.4440 0.1925
H 1.5937 -1.8150 2.8277 0.2961
H 0.5240 -0.6734 3.6846 0.3517
O 3.1019 -4.4085 -6.1236 -0.6715
C 2.7532 -3.7045 -5.1946 0.5846
S 2.5566 -1.9647 -5.2851 -0.2288
C 2.1278 -1.6549 -3.5933 0.1062
C 2.0475 -2.7489 -2.8075 0.2418
S 1.6804 -2.8274 -1.1009 -0.7485
S 2.3821 -4.3009 -3.5857 -0.2191
S 1.8859 0.0277 -3.2041 -0.6201
C -1.4671 2.4857 2.0230 -1.1091
Ge -1.4691 2.5711 0.0502 0.6038
C 0.1980 3.5023 -0.4585 -1.2470
C -2.9303 3.8471 -0.4169 -1.2780
C -1.5379 0.8197 -0.6944 -1.2890
H -1.5089 3.4772 2.4784 0.4062
H -0.5532 1.9912 2.3551 0.2090
H -2.3201 1.9048 2.3809 0.3094
H 0.1833 4.5540 -0.1630 0.3663
H 0.3569 3.4486 -1.5377 0.3393
H 1.0454 3.0219 0.0366 0.3942
H -2.7809 4.8294 0.0385 0.3345
H -3.8895 3.4489 -0.0787 0.3452
H -2.9807 3.9701 -1.5004 0.3614
H -1.7680 0.8519 -1.7666 0.3259
H -2.3251 0.2384 -0.1975 0.0821

=====

# 9
34
Properties=species:S:1:pos:R:3:mulliken_charge:R:1 method="wB97M-V/def2-TZVPD" e_above_lowest_kcal_mol=82.0 e_homo_ha=-0.024 charge=-2 lumo_energy_ev=4.3
C 0.4868 -0.4269 -1.3141 0.9161
C 1.1110 0.7105 -0.6524 0.4415
C 0.0564 1.5667 -0.1764 0.1929
C 2.5688 1.0267 -0.5719 -1.4201
C -1.1988 0.9722 -0.5219 0.9703
C -0.9381 -0.2565 -1.2177 0.8884
C -1.9719 -1.1379 -1.8559 -1.8448
C 1.2139 -1.5460 -1.9888 -1.7585
C 0.2559 2.9112 0.4463 -1.3908
C -2.5251 1.6434 -0.3455 -1.8034
Ti 0.1553 -0.5810 0.9526 0.1500
Cl 4.2718 0.6754 3.2230 -0.9673
Cl 2.0914 -1.3581 1.3148 -0.1994
Cl 0.0461 0.8485 2.7696 -0.3592
H 3.1523 0.1239 -0.7495 0.2979
H 2.8227 1.4065 0.4227 0.3494
H 2.8062 1.7808 -1.3316 0.3117
H 1.1370 2.8982 1.0936 0.3515
H -0.6199 3.1784 1.0428 0.3653
H 0.3995 3.6790 -0.3279 0.3318
H -2.5778 2.1166 0.6410 0.3910
H -3.3309 0.9123 -0.4433 0.3784
H -2.6608 2.4254 -1.1088 0.2804
H -2.9001 -1.1228 -1.2732 0.4157
H -1.6013 -2.1665 -1.9265 0.3653
H -2.1930 -0.7751 -2.8676 0.2829
H 2.1401 -1.7855 -1.4570 0.3499
H 1.4570 -1.2330 -3.0091 0.2953
H 0.5837 -2.4377 -2.0258 0.2951
O -0.4944 -2.5776 0.6024 -0.6772
H -1.4153 -2.8561 0.8151 0.2618
S -0.6594 -2.0010 2.8409 -0.1380
C -0.7560 -2.9779 4.0452 0.4769
N -0.9131 -3.6361 4.9550 -0.8007

=====

# 10
33
Properties=species:S:1:pos:R:3:mulliken_charge:R:1 method="wB97M-V/def2-TZVPD" e_homo_ha=0.043 charge=-2 lumo_energy_ev=4.5
Y -0.1403 1.1211 0.5151 0.7383
Cl -2.1997 1.0557 -0.9905 -0.6754
C 1.6016 1.5438 -0.9228 -1.3371
H 2.5491 1.1270 -0.5412 0.3243
H 1.7607 2.6152 -1.1409 0.3812
H 1.3697 1.0268 -1.8731 0.2294
Hg -2.6898 3.5928 0.2944 0.6740
C -1.9479 4.5332 -1.5227 -1.0560
C -4.3323 2.7794 1.3974 -1.0529
C -0.7618 3.2277 1.4541 -1.1309
H -3.9300 1.9656 2.0111 0.1289
H -4.8251 3.5367 2.0250 0.2491
H -5.0271 2.3807 0.6475 0.2203
H -0.8558 4.3968 -1.5454 0.1270
H -2.4245 3.9746 -2.3458 0.2276
H -2.2113 5.6080 -1.5544 0.2519
H -0.1788 4.1481 1.2389 0.0839
H -1.1081 3.3155 2.5052 0.1322
O -0.0842 -3.2495 -1.4759 -0.6641
C 0.8915 -3.6319 -0.6362 0.2491
C 1.3895 -4.9327 -0.7992 -0.5861
C 2.5659 -5.2979 -0.1587 -0.2277
C 3.2486 -4.4123 0.6847 -0.5825
C 2.7091 -3.1506 0.9381 -0.4222
C 1.5162 -2.7714 0.3248 -0.0399
C 0.9311 -1.4554 0.5585 1.4779
O 1.2759 -0.6214 1.4742 -0.8505
O -0.0106 -1.0934 -0.2683 -0.8390
H -0.2809 -2.2924 -1.2178 0.4860
H 0.8500 -5.5865 -1.4814 0.3951
H 2.9485 -6.3023 -0.3191 0.3268
H 4.2021 -4.7116 1.1223 0.3414
H 3.1988 -2.4393 1.6020 0.4201

=====

# 11
32
Properties=species:S:1:pos:R:3:mulliken_charge:R:1 method="wB97M-V/def2-TZVPD" multiplicity=7 e_above_lowest_kcal_mol=2.0 e_homo_ha="-0.075 / -0.161" charge=-1 lumo_energy_ev="2.7 / 2.0"
Ru -2.1312 1.2701 -1.3844 0.1854
Cl -3.6372 2.9272 -1.5569 -0.5564
C -1.4385 1.3057 -3.2356 -1.3127
C -0.4475 1.9466 -0.5299 -0.9930
H -1.0710 2.3144 -3.5198 0.3409
H -0.5942 0.6042 -3.3166 0.3166
H -2.2500 0.9820 -3.9152 0.3262
H -0.9259 2.9402 -0.4093 0.3320
H 0.3516 2.0972 -1.2651 0.2192
H -0.0697 1.6903 0.4857 0.3910
Ti -0.1044 -0.4157 -0.3186 0.6026
C 1.8776 0.1679 -0.7069 -1.1292
C -1.1118 -1.6020 -1.5460 -1.0365
H 2.3909 -0.4415 -1.4780 0.2723
H 2.0704 1.2178 -0.9411 0.3911
H 2.3910 -0.0612 0.2461 0.2496
H -0.8409 -1.7682 -2.5995 0.3739
H -2.2099 -1.7326 -1.3386 0.2894
O -0.5180 -0.5839 1.7207 -0.7316
C 0.1675 -1.6844 1.8222 1.2049
O 0.8370 -2.0210 0.7781 -0.6877
C 0.0812 -2.6091 2.9882 0.2011
C 0.6684 -3.8627 2.8124 -0.3958
C 0.5281 -4.8305 3.8190 -0.4368
C -0.2488 -4.5515 4.9484 -0.3891
C -0.7862 -3.2616 5.1245 -0.4477
C -0.6422 -2.2926 4.1341 -0.3634
H 1.2509 -4.0894 1.8950 0.3240
H 0.9803 -5.8097 3.7020 0.3676
H -0.4482 -5.3335 5.6998 0.3336
H -1.3390 -3.0214 6.0233 0.3657
H -1.0914 -1.3012 4.2015 0.3931

=====

# 12
35
Properties=species:S:1:pos:R:3:mulliken_charge:R:1 method="wB97M-V/def2-TZVPD" e_above_lowest_kcal_mol=0.7 e_homo_ha=-0.322 lumo_energy_ev=0.2
O -2.3073 -0.3284 3.6251 -0.6271
S 1.0045 -1.5115 -1.9274 -0.3948
Cl 4.4228 -1.2327 2.0832 -0.2345
O -0.9693 0.6195 -2.4382 -0.2885
O 0.1848 0.7180 -0.0514 -0.0904
S -2.0535 -1.4769 -0.4472 -0.1973
C 2.0281 -0.3291 3.0061 -0.6120
C 1.9021 -2.2465 1.6202 -0.5241
C 0.6659 -0.3461 3.1838 -0.1776
C 0.5311 -2.2856 1.7888 -0.3307
C 2.6660 -1.2668 2.2236 0.4095
C -0.1260 -1.3389 2.5901 -0.1021
S -1.9651 -1.3673 2.6460 0.4541
C -2.4776 -0.6028 1.0925 -0.6095
C -1.8830 0.8649 -4.5857 -1.3109
C 1.4794 2.6167 0.5274 -1.1381
C -1.6034 -0.1383 -3.4853 -0.2719
C 1.1629 1.6292 -0.5813 -0.3096
P -0.4245 -0.3041 -1.2122 0.6460
H 2.6324 0.4260 3.4976 0.4379
H 2.4152 -2.9882 1.0051 0.4007
H 0.1620 0.4367 3.7585 0.4124
H 0.0096 -3.0946 1.3035 0.4045
H -2.0631 0.3789 1.0489 0.2124
H -3.5836 -0.4969 1.1383 0.5339
H -0.9203 1.1611 -5.0489 0.3104
H -2.4664 0.2948 -5.3087 0.3848
H -2.4226 1.7450 -4.2799 0.3321
H 0.5654 3.0777 0.9655 0.2822
H 2.0808 3.4518 0.1916 0.4196
H 2.0540 2.1459 1.3123 0.1943
H -0.9893 -0.9940 -3.7970 0.3968
H -2.5973 -0.4925 -3.1468 0.3043
H 0.7846 2.1733 -1.4324 0.3513
H 2.1006 1.1018 -0.8657 0.3320

=====

no.,largest force on an atom (eV Å⁻¹)
1,6.47
2,3.35
3,5.59
4,3.81
5,4.66
6,5.16
7,5.94
8,0.24
9,4.96
10,3.14
11,3.24
12,2.95